[1]
41
Properties=species:S:1:pos:R:3:nbo_charge:R:1 method="wB97M-V/def2-TZVPD" total_charge=+2 lumo_ev=-6.514 energy_ha=-1584.0443 e_homo_ha=-0.5478 gap_ev=8.39 max_force_ha_per_bohr=0.0171
Sn -0.97712 -0.13210 0.10040 1.341
O 0.49488 3.38900 2.82890 -0.620
C 0.30878 2.25200 2.23110 0.803
O -0.03032 2.13600 1.06340 -0.653
C 0.53338 1.05530 3.09850 0.069
C 0.84738 1.13260 4.45310 -0.145
C 0.98388 -0.05600 5.15700 -0.133
C 0.84008 -1.26730 4.49260 -0.164
C 0.53178 -1.24240 3.13350 0.049
N 0.37768 -0.10050 2.46990 -0.415
C 0.32418 -2.44370 2.25430 0.814
O 0.46918 -3.64450 2.72820 -0.600
O 0.02948 -2.28430 1.08180 -0.640
H 0.33718 4.17490 2.27240 0.533
H 0.97078 2.08870 4.93520 0.266
H 1.19898 -0.03580 6.21500 0.261
H 0.95768 -2.19080 5.04060 0.236
H 0.70168 -3.73700 3.66430 0.517
C 0.80978 0.83190 -2.56740 -0.250
C -0.23142 1.92800 -2.34680 -0.246
N -1.48532 1.40970 -1.78680 -0.684
C -2.45352 0.88030 -2.75700 -0.249
C -2.06172 -0.45930 -3.36630 -0.521
S -1.54862 -1.72560 -2.12160 0.239
C 0.17178 -2.11230 -2.61510 -0.537
C 1.26418 -1.44030 -1.78300 -0.255
N 0.93888 -0.05860 -1.40280 -0.682
H 1.76438 1.30250 -2.80660 0.240
H 0.52378 0.22910 -3.42220 0.208
H -0.41112 2.43750 -3.29790 0.225
H 0.16768 2.64970 -1.63240 0.229
H -1.94622 2.20160 -1.34500 0.410
H -2.61152 1.60000 -3.57080 0.228
H -3.40282 0.75430 -2.22720 0.227
H -1.26792 -0.35700 -4.10130 0.230
H -2.93632 -0.88130 -3.85990 0.270
H 0.25598 -1.88790 -3.67710 0.243
H 0.25658 -3.19100 -2.49280 0.275
H 2.19728 -1.47950 -2.35670 0.230
H 1.40338 -2.00800 -0.86080 0.238
H 1.70328 0.28220 -0.82260 0.414

[2]
36
Properties=species:S:1:pos:R:3:nbo_charge:R:1 method="wB97M-V/def2-TZVPD" total_charge=0 lumo_ev=0.808 energy_ha=-1110.1892 e_homo_ha=-0.3003 gap_ev=8.98 max_force_ha_per_bohr=0.0132
C 1.33927 -4.28774 -1.50260 -0.635
C 1.27376 -3.97847 -0.01387 -0.074
H 0.73842 -4.76030 0.52909 0.187
H 2.28396 -3.86495 0.39293 0.199
O 0.53770 -2.78128 0.23777 -0.520
C 1.19454 -1.62302 0.09503 0.814
O 2.35995 -1.54542 -0.19790 -0.602
C 0.28997 -0.43934 0.33696 -0.351
C -0.81217 -0.41021 -0.74936 -0.208
N -1.77578 0.64840 -0.59100 -0.443
C -2.34065 0.69300 0.73984 -0.211
C -1.30466 0.69868 1.86999 -0.422
C -0.37217 -0.49804 1.71596 -0.391
H 0.39097 -0.48927 2.49715 0.213
H -0.94073 -1.42645 1.80138 0.207
H -0.72052 1.61926 1.83683 0.207
H -1.82038 0.65439 2.83057 0.209
H -2.98824 1.56899 0.81307 0.198
H -2.96703 -0.20148 0.84928 0.188
C -1.48573 1.90705 -1.24726 -0.243
C -0.26635 2.65799 -0.79858 -0.216
C -0.14752 3.56041 0.21401 -0.265
C 1.16731 4.05580 0.36853 -0.258
C 2.03028 3.53001 -0.53586 -0.411
S 1.25690 2.42241 -1.59779 0.435
H 3.07854 3.72105 -0.65054 0.237
H 1.45135 4.77245 1.11848 0.224
H -0.97492 3.87316 0.82733 0.221
H -1.38758 1.69075 -2.31670 0.206
H -2.36259 2.54788 -1.11092 0.213
H -0.35426 -0.32353 -1.73727 0.205
H -1.35298 -1.36270 -0.69769 0.203
H 0.90766 0.45940 0.26689 0.234
H 1.88773 -3.50350 -2.01840 0.224
H 1.84937 -5.23425 -1.65652 0.216
H 0.33661 -4.35112 -1.91885 0.209

[3]
34
Properties=species:S:1:pos:R:3:nbo_charge:R:1 method="wB97M-V/def2-TZVPD" total_charge=0 lumo_ev="0.314 / 0.314" energy_ha=-2962.7135 e_homo_ha="-0.2652 / -0.2651" gap_ev="7.53 / 7.53" max_force_ha_per_bohr=0.1006
C -3.54107 -0.63347 3.14473 -0.207
C -3.14487 0.48531 2.23091 -0.342
C -3.08011 -1.87707 3.03738 -0.029
C -2.52858 0.35646 1.06528 0.062
C -2.02907 -1.95222 0.91875 0.131
C -1.76078 1.18028 0.13758 -0.521
C -1.48715 0.42272 -1.18111 -0.442
C -0.31108 -0.63909 -1.26065 0.026
C 0.09050 -0.93802 -2.78048 -0.670
C 4.46463 1.63280 -0.32958 -0.598
C 0.91570 -0.33261 -0.37429 -0.476
C 3.41407 0.55981 -0.02415 -0.382
C 2.08500 0.48334 -0.88191 -0.396
N -2.37467 -2.40228 1.98790 -0.505
Se -1.12942 -2.52672 -0.54668 0.346
H -4.12208 -0.41169 4.04683 0.220
H -3.21883 1.67290 2.58060 0.188
H -3.36858 -2.60530 3.81190 0.198
H -2.29134 2.11735 -0.09381 0.221
H -0.89607 1.42328 0.68141 0.229
H -2.38988 -0.09838 -1.67167 0.231
H -1.29647 1.17148 -1.96902 0.215
H 1.09073 -1.41715 -2.89099 0.220
H 0.19258 -0.09127 -3.43360 0.228
H -0.66007 -1.56218 -3.31503 0.229
H 4.17280 2.63509 -0.03734 0.199
H 4.60267 1.69298 -1.38378 0.200
H 5.41361 1.43555 0.10374 0.212
H 0.66273 0.08514 0.64637 0.215
H 1.23514 -1.43468 -0.23994 0.221
H 3.15894 0.58696 0.98643 0.191
H 3.94831 -0.32969 -0.08987 0.195
H 1.78297 1.43948 -1.11047 0.197
H 2.39973 -0.12910 -1.76544 0.194